Density functional theory data (wB97M-V/def2-TZVPD) for a molecular structure, C35H34CoN5O5 in a non-equilibrium geometry.

Last column: Mulliken spin population.
Geometry (Å):
H -0.910092 -6.188332 -2.526813  0.001
N 1.544240 -0.487839 0.517383  -0.016
C 4.914703 1.074897 -0.299464  -0.005
C -5.786087 -2.229661 -0.779105  -0.002
H -3.704730 2.559245 -1.366945  0.000
H -1.747447 -3.846223 -3.544975  0.000
C -5.129448 -2.255335 -1.986889  0.004
H 0.710788 1.648497 2.899962  0.001
C 3.899346 0.196023 -0.281005  0.022
H 1.547447 3.677602 -1.118421  0.000
H 3.457846 -1.815636 1.342131  0.000
H 3.545333 -1.780121 -1.171443  0.000
C 4.984864 2.498387 0.049577  0.001
C 0.225490 -4.875245 -1.084187  -0.003
C 4.047701 3.316748 0.504448  0.000
H -0.151550 2.939680 -2.831869  0.000
H -1.612447 3.632697 -3.431883  0.001
H 4.463405 -3.094251 0.690204  0.000
H 5.939393 2.948464 -0.102195  0.000
H -3.869831 2.447379 -3.152930  0.000
O -1.503408 1.097927 -1.181195  0.017
H -1.783581 1.562614 -0.384044  0.005
N 0.895374 -1.266644 -0.499981  0.044
C 2.483066 0.632623 0.109681  -0.022
C 1.864612 2.825426 -0.517584  0.005
H 2.497059 3.258210 3.690760  0.000
C -2.187048 -1.176689 3.567249  -0.001
H 5.250382 -1.288145 -1.027462  0.000
H 5.870939 0.668505 -0.623378  0.000
C -3.471472 1.950380 -2.266937  -0.001
N -3.053917 -1.696123 -1.021938  0.035
C -1.968566 1.776247 -2.382829  0.002
C -1.055512 -3.986423 -2.700186  0.003
C -3.636813 -1.651528 0.128253  0.023
H 0.775035 -5.585932 -0.459226  -0.001
C 0.666213 0.074261 1.426589  0.005
C -3.057622 -1.490766 2.568472  -0.002
H 1.666093 -2.949645 0.517270  0.002
O -1.387816 -0.389956 -3.247976  0.039
H 1.372168 1.174491 -1.867909  -0.011
H 1.980018 5.015069 1.210085  0.000
C 4.376012 -2.016592 0.825019  0.001
C 1.945180 4.057238 1.709031  0.001
C -1.199352 3.099244 -2.593918  -0.001
C 2.433978 4.221867 3.171123  0.000
C -2.709957 -1.300010 1.278639  0.016
H -0.169353 -0.541373 3.980283  0.001
O -3.726372 -1.841711 5.248086  0.000
H -4.005389 -1.896275 2.815567  0.001
C -0.605775 -0.572989 1.866989  -0.012
H 3.421054 4.679021 3.217818  0.000
N -1.494494 -0.894097 0.913475  -0.001
C 2.597597 2.998192 0.821511  -0.001
H 4.322418 4.379683 0.645729  0.000
H -3.174615 -2.043829 -3.039677  0.001
H -3.916884 0.957275 -2.175076  0.001
C 2.473961 1.542747 1.361643  0.006
O -1.653985 -1.251419 5.889273  0.000
C 4.291746 -1.250711 -0.550344  0.004
C -0.903175 -0.757266 3.207646  0.000
H -6.847218 -2.497886 -0.677143  0.000
H -5.690841 -2.446864 -2.899585  0.000
H -1.274818 3.764664 -1.730093  0.000
C 1.843303 1.549666 -0.926357  0.016
C 0.266540 -3.476754 -1.066420  0.012
C -3.759718 -2.015940 -2.096587  -0.008
C 1.005561 -2.559463 -0.277892  0.005
H 3.288640 1.369201 2.050142  -0.002
H 5.223555 -1.640112 1.387463  0.000
C -4.955199 -1.950950 0.295916  0.002
N -0.561686 -2.957363 -2.037141  0.043
O -1.786562 1.312021 -4.664274  0.005
C -0.636395 -5.208768 -2.140893  0.007
H -5.412179 -1.907813 1.259273  0.000
C -1.684175 0.810393 -3.559124  0.003
H 0.880175 3.825371 1.688868  0.000
C -2.551146 -1.483323 5.050132  -0.001
Co -1.069714 -0.982438 -1.338277  2.753
C 1.127558 1.210672 1.977944  0.005
H 1.707591 4.795793 3.747917  0.000

Atomic forces in eV per Å
H 0.1630 0.1986 0.2724
N 0.4676 -0.1690 -0.8493
C 0.0814 0.2577 0.0563
C 0.8693 -0.2651 0.2482
H -0.0390 -0.3154 -0.4469
H 0.4234 -0.0635 0.4832
C -0.2130 -0.2039 -1.8929
H 0.2222 -0.1269 -0.7740
C 0.1681 -0.1590 -0.1808
H -0.0804 -0.1668 0.1587
H -0.3305 0.0472 0.5625
H 0.3387 0.3697 0.1021
C -0.2855 -0.6965 -0.2005
C 0.0064 -0.8649 -0.3332
C -0.7346 1.2103 0.4500
H 0.1099 -0.2246 0.1577
H -0.3027 0.0696 -0.4145
H 0.1247 -0.0203 -0.0892
H 0.6715 0.1638 -0.1842
H 0.0396 -0.0522 0.0753
O 0.0715 0.4547 -0.2256
H 0.0575 -0.0255 -0.0222
N 0.4263 -0.6108 0.3509
C -0.4173 -0.6399 0.0095
C 0.5476 -0.2659 -0.2150
H 0.0620 0.0270 -0.2118
C 1.3992 -0.6261 1.0544
H 0.4353 0.0438 -0.4329
H -0.0476 0.0497 0.0838
C 0.0252 0.3829 0.3939
N 0.9728 0.0165 -2.2258
C 0.5809 0.1812 0.1916
C -0.8064 -0.3080 -0.3319
C 0.9665 0.3153 2.5037
H -0.2207 0.4665 -0.1851
C -0.3982 0.5776 1.5089
C -0.7907 0.1174 0.4419
H -0.3391 0.3648 -0.3133
O -0.1164 -0.0845 -0.2524
H 0.6736 0.3313 0.8945
H 0.3292 0.4518 -0.2685
C 0.0959 0.4459 -1.2601
C -0.4135 -0.2204 0.3910
C -0.3497 -0.3248 0.3308
C -0.2241 -0.7272 -0.5076
C 0.0899 -0.4111 -1.8690
H -0.2097 -0.0927 -0.0789
O -0.0078 -0.2338 -0.4810
H -0.7054 -0.2030 0.4400
C -0.0148 -0.1198 -0.4453
H -0.0211 0.1254 0.0477
N 0.1079 0.4318 -0.4493
C 0.0057 -0.6012 -0.4528
H -0.0680 -0.5971 -0.0579
H -0.7610 0.0484 0.6336
H -0.1708 0.1255 0.0895
C -0.6050 0.8104 0.1517
O 0.0689 -0.1766 -0.6415
C -1.4976 -0.6476 1.1182
C -0.1969 0.4373 0.3219
H 0.6112 0.3572 0.0006
H 0.1692 -0.0858 0.0955
H 0.0018 -0.1682 0.1774
C -0.3951 0.1739 -0.4870
C 0.0571 0.3615 0.1140
C -0.2340 -0.0078 -0.4776
C 0.1404 0.2096 -0.0673
H 0.3243 -0.4022 0.2318
H 0.0749 0.0052 0.2171
C -2.0469 0.0070 0.5678
N 0.3364 0.5811 0.3787
O -0.1032 -0.1568 -0.6511
C 0.2991 -0.0881 -0.0643
H 0.0426 0.0116 0.6391
C 0.1985 0.3374 0.5546
H -0.1433 -0.1291 0.3157
C -0.0832 0.8268 0.8983
Co 0.2593 0.0086 0.0924
C 0.0911 -0.3831 0.3514
H 0.1649 0.2633 -0.1180

Summary:
* HOMO-LUMO gap (spin up / spin down): 0.280 / 0.281 hartree
* spin multiplicity: 4
* charge: -1
* relative energy (zero: lowest compared OMol25 entry of this formula, charge and spin): 0.000 eV
* E_tot: -3386.96403 hartree
* expectation value of S²: 3.76